(1)
Density functional theory data (ωB97M-V with the def2-TZVPD basis set) for a cluster of 2 separate species, C11H24F3O3P in total in a non-equilibrium geometry.

Kohn-Sham gap: 8.790 eV
HOMO energy: -0.298 hartree

```
42
Properties=species:S:1:pos:R:3:forces:R:3
C -0.522189 1.274326 3.170148 -0.28 -1.08 0.41
C -2.157639 2.577335 -3.926134 -0.16 0.08 0.04
P 0.973014 -1.068612 0.003950 -0.27 0.39 0.15
C -0.363606 0.141344 2.134621 1.08 0.62 0.15
H 1.878697 -2.688855 -1.714010 0.31 -0.04 -0.01
H -1.332896 -0.276169 1.891516 -0.26 -0.06 0.04
H -0.085115 3.170203 -3.920940 0.00 0.02 0.01
H -0.431902 0.977737 0.180727 0.41 0.24 -0.05
H -2.132728 2.386667 -4.998041 0.02 -0.02 0.01
H -1.252062 0.633665 -3.581593 -0.05 -0.01 -0.06
C -1.018431 3.458439 -3.431186 0.16 -0.06 -0.08
H -0.118796 -1.747980 0.651731 0.09 0.02 -0.02
C -0.966889 3.099002 -1.954409 -0.10 0.04 0.17
H -2.363844 -0.508899 3.914046 0.09 -0.03 -0.20
H -1.656808 3.716691 -1.370422 0.04 0.06 -0.01
H 0.545424 -3.336366 -0.811171 -0.28 0.01 -0.12
H 0.032811 3.200096 -1.529845 -0.01 -0.07 0.05
C 3.842574 -3.703293 -0.175671 -1.16 -0.27 0.19
H -3.118254 3.037807 -3.683697 0.00 -0.02 -0.01
H -0.008960 0.973104 4.089195 0.18 0.05 0.11
H -1.177643 4.521931 -3.602399 -0.02 0.00 0.02
F 4.209362 -4.966775 -0.317381 0.34 -1.45 -0.23
H 0.759253 -0.557207 -1.305208 0.12 -0.09 0.03
H -1.818565 0.452226 5.280622 -0.01 0.05 0.23
H -3.423006 0.728545 4.547747 -0.25 0.15 0.17
F 4.111384 -3.107725 -1.321342 0.10 0.70 -1.25
C -2.388109 0.494475 4.350279 0.09 -0.26 0.00
H 2.000390 -4.660528 0.193779 0.17 -0.30 -0.25
H -0.051639 2.194943 2.854639 -0.32 0.36 -0.28
O 2.316111 -3.241360 1.585621 -0.02 0.37 0.33
O -1.882744 1.487613 3.504344 0.11 0.60 -0.34
O -1.390726 1.733932 -1.848334 -0.04 0.11 -0.27
C 0.336375 0.551397 0.837056 -0.79 -0.89 -0.29
F 4.619104 -3.183155 0.722011 1.22 1.00 1.44
H 2.244829 -0.883320 0.613225 0.03 -0.06 -0.17
C 2.362253 -3.636807 0.224936 -0.68 -0.09 -0.26
H 1.170984 1.230583 0.991728 0.07 0.17 0.02
H 0.223997 -0.655351 2.604107 -0.06 -0.17 0.08
H -2.888069 0.782353 -2.910143 0.02 -0.01 0.07
C 1.483148 -2.795838 -0.708282 -0.14 0.26 0.31
C -1.957035 1.318379 -3.097200 0.13 -0.14 0.02
H 1.397945 -3.124550 1.861380 0.13 -0.17 -0.15
```
Forces are in eV/Å.

(2)
Density functional theory data (ωB97M-V with the def2-TZVPD basis set) for a structure of composition C40H54BILaN6PS3SbSi in a non-equilibrium geometry.

2S+1: 2
Kohn-Sham gap (spin up / spin down): 2.438 / 4.955 eV
HOMO energy (spin up / spin down): 0.020 / -0.072 hartree
Net charge: -2
<S²>: 0.77

```
109
Properties=species:S:1:pos:R:3:forces:R:3
H 4.629381 3.739122 1.762832 -0.62 -0.08 -0.02
H 3.208138 -3.233577 -1.360471 -0.08 -0.41 0.24
H 1.250065 4.053652 4.486153 0.54 -0.04 -0.28
H 3.450623 -3.569768 1.136998 -0.50 0.31 0.07
H 3.312726 1.092833 -0.250322 -0.25 0.02 0.22
C -3.503323 -1.165009 2.030789 -0.99 -1.24 -0.13
C 2.813470 -1.992915 4.037549 0.23 0.04 0.05
H 3.860841 2.277382 -3.320519 -0.84 -0.21 -0.37
H -1.080843 -4.380465 0.889332 0.56 0.43 0.31
C 1.326894 -4.824424 -0.384040 0.08 -0.24 0.31
H -1.487063 -1.220282 -5.422700 -0.26 -0.06 1.12
H 4.326189 2.508520 -0.062003 0.19 -0.24 -0.15
H -3.665405 5.481109 -5.332786 0.06 0.43 -0.76
H -4.385222 -3.293816 4.562968 0.14 -0.13 0.20
C -3.907288 4.867942 -4.493028 0.67 -0.16 1.23
H 3.070087 -2.076121 5.119517 -0.41 0.10 -0.86
C 3.638308 3.390019 2.101642 -0.53 0.99 1.77
H 4.397338 -1.326484 -0.338301 -0.47 0.03 -0.66
C -2.276266 -1.947930 -2.230942 1.17 0.87 -2.20
C 3.244707 -3.005510 3.159244 0.21 0.85 0.07
C -0.283720 -3.612796 1.050915 -0.30 -0.73 0.04
H 4.825359 -1.463948 -2.041724 0.20 -0.31 -0.46
H 3.630209 -0.260230 -1.581234 0.44 -0.58 0.15
H 4.709146 0.999679 0.811504 -0.21 0.17 -0.07
C -1.674755 -1.343599 -4.335775 -1.09 -0.63 0.05
C -6.077419 -1.885055 1.131733 -0.40 0.01 -0.70
H 0.344887 -3.913026 1.918234 -0.45 0.28 -0.48
C -3.718245 -2.680601 3.968771 -1.04 -0.12 -0.31
H 3.406437 -5.104688 3.470476 0.16 0.08 0.25
C -2.426435 -2.356682 4.363349 1.96 1.32 -1.40
C 2.270491 -2.288754 -3.022743 1.94 -0.38 -0.46
H -4.903150 4.481529 -4.572550 -0.71 0.05 0.07
C 0.547914 -3.525477 -0.219377 -0.43 -0.16 -1.04
H -0.654390 0.363695 -3.587542 -0.22 -0.73 0.29
C 2.987121 4.110388 3.147799 -0.19 -1.78 -1.05
H -0.603699 -1.278211 3.621434 -0.78 -0.38 0.16
C 2.143194 -1.791724 1.296228 1.96 -1.64 0.84
C -4.288278 -2.143681 2.770869 -0.17 1.31 -0.10
H 0.742241 1.252039 5.053309 -0.40 0.55 -0.39
C 3.992577 -1.292051 -1.377306 -0.58 1.15 0.58
H -3.821361 1.408565 0.488399 0.40 -0.97 -0.69
C 4.002239 -4.197826 3.657703 -0.13 -0.43 -0.30
C -3.475599 1.929529 -5.282359 -0.35 0.21 1.01
H -3.793153 5.491695 -3.589988 -0.26 -0.26 -0.27
P 1.429821 -1.875451 -0.346658 -0.19 0.06 -0.44
H -5.676136 -0.649402 -0.600439 0.27 -0.03 0.63
N 1.050742 1.332949 -1.734230 1.36 0.73 -1.36
N -1.210745 -0.486863 -3.418013 0.89 0.28 0.23
C 2.983134 -2.834700 1.809261 -0.81 0.11 -0.35
C 2.183983 -0.863556 3.534676 -0.21 0.24 1.20
H 4.947379 -4.353205 3.113479 -0.11 0.17 0.32
H 1.756585 -4.944055 -1.374358 0.12 -0.02 -0.14
N -3.410840 0.467555 0.186254 0.67 1.26 -1.16
H -2.644610 -2.541642 -1.418527 -0.04 0.40 0.60
Si -2.717888 3.428754 -4.448507 0.46 -0.17 -0.25
C 1.817405 3.557939 3.681437 0.46 0.23 -0.01
H -4.471930 1.670958 -4.911458 0.16 -0.04 0.00
C -1.223490 3.825823 -5.441456 0.61 -0.51 -0.87
C 1.326712 2.323787 3.272997 0.57 -0.27 -1.13
C 1.828057 1.687097 -2.532689 -2.04 -0.73 0.87
C 3.553914 5.359103 3.681435 -0.11 0.99 -0.14
S -0.252526 3.809566 0.698678 1.98 0.03 -1.03
C -5.630340 -2.357586 2.345377 1.16 -0.32 0.66
C 3.892522 1.659636 0.469870 0.45 -0.66 -0.63
C -2.436333 -2.295869 -3.617145 0.74 1.04 -0.07
C 3.114889 2.216432 1.596535 -1.25 0.28 0.41
H 2.558371 -3.267406 -3.464842 -0.14 0.51 0.06
H -0.161938 -3.489644 -1.087864 0.39 0.05 0.56
H -2.824022 1.081081 -5.180587 0.25 -0.52 0.15
H 1.211302 -2.261275 -3.053592 -1.12 0.38 -0.17
H 2.297566 2.900815 -4.485956 -0.11 -0.29 0.54
B 2.701953 1.990923 -3.755357 1.94 0.22 -0.93
H -0.347643 3.210555 -5.125248 -0.52 0.54 -0.33
Sb -2.774165 4.218898 -0.236438 -2.31 0.97 3.06
H 0.645614 -5.666441 -0.198781 0.02 0.10 -0.19
C -5.294334 -1.013498 0.370030 -1.53 -0.50 -0.20
C -2.298700 2.753811 -1.592999 1.47 -0.60 -2.57
C 2.819576 -2.248030 -1.584499 0.10 0.01 0.74
N -2.219352 -0.947506 2.381180 1.13 0.90 -1.03
H 1.840202 -0.067008 4.238395 0.65 -0.85 -0.88
H -7.057275 -2.214494 0.776727 0.22 0.25 -0.01
H -0.787456 -2.681295 1.266997 -0.14 0.30 0.29
H 4.172317 -4.104364 4.733447 0.19 -0.16 -0.14
La -0.640085 0.948009 0.034576 -0.52 -0.38 2.24
H -0.271333 0.868792 3.639144 0.57 0.78 0.36
C 0.274163 1.711421 4.149544 -0.25 -2.01 -0.65
H 3.401247 6.188612 2.968494 0.07 -0.14 0.28
H -6.263124 -2.945693 2.992914 -0.19 -0.27 -0.04
H -0.987284 4.874383 -5.375521 0.40 0.47 0.31
C -1.670750 -1.537302 3.463434 -0.71 -0.52 1.47
H -1.938995 -2.680959 5.291231 -0.38 -0.08 -0.42
H -3.617653 0.358183 -0.831319 -0.03 0.50 1.05
H 2.748255 -1.500716 -3.661215 -0.74 -0.45 0.56
S -1.758018 3.167445 1.922976 -1.01 -0.30 -0.26
N -1.471603 -0.839359 -2.145054 -1.55 -1.13 -0.21
S -4.969554 3.421946 0.320359 0.70 0.46 -0.66
H 2.113978 -4.931386 0.368912 -0.01 0.10 -0.14
H -3.531845 2.146127 -6.326384 -0.18 0.24 -0.88
H 4.627354 5.284054 3.862922 0.00 0.00 0.13
H -0.490330 2.406204 4.420462 -0.34 0.61 0.40
C -4.101134 -0.557452 0.873658 1.08 -0.82 1.15
C -2.047247 3.092798 -2.765674 -1.45 -1.17 1.02
I -3.696318 -3.690165 -4.562972 0.55 0.37 0.52
H 2.777917 0.936770 -4.421609 -0.11 0.40 0.39
H 3.018535 5.597835 4.599500 0.25 0.27 0.14
H -1.431650 3.665510 -6.512363 0.18 -0.16 0.20
C 1.885199 1.673082 2.111855 1.03 0.75 2.29
C 1.866817 -0.732128 2.164970 -0.28 1.75 -0.56
N 1.376133 0.468587 1.638044 -0.97 -0.93 -0.88
```
Forces are in eV/Å.

(3)
Density functional theory data (ωB97M-V with the def2-TZVPD basis set) for the molecule C8H10 in a non-equilibrium geometry.

Kohn-Sham gap: 9.785 eV
HOMO energy: -0.319 hartree

```
18
Properties=species:S:1:pos:R:3:forces:R:3
H -3.696238 -0.139870 -0.058755 -2.34 -0.19 -0.84
H -0.701873 1.931242 0.098940 0.41 -1.89 0.08
H -2.721696 0.963734 -0.963389 0.12 1.13 -1.82
C -0.039838 0.995450 0.091803 1.83 5.37 -1.09
C 1.940462 -0.905037 -0.039623 -0.81 -6.71 1.04
C -2.836526 0.459209 -0.070613 -0.71 -2.70 0.79
C 1.320569 1.368609 -0.039478 0.61 -2.68 1.19
H -1.822371 -1.503044 -0.753493 -1.56 0.76 0.68
C 2.341438 0.301994 0.042590 1.77 9.53 -1.38
H -1.971691 -1.204038 1.020704 -0.48 -0.43 0.32
H 2.766995 -1.696049 0.085307 -1.66 0.77 -0.55
C -0.441700 -0.276611 -0.018469 0.07 -3.73 1.12
H 0.517787 -2.246026 -0.050052 -1.67 -5.08 -0.14
H 3.444133 0.703468 -0.061139 -2.19 -1.29 0.49
C 0.553854 -1.270780 -0.023661 2.45 5.69 -0.35
H 1.625546 2.403455 -0.078646 -0.08 0.06 0.08
H -3.079633 1.101759 0.743563 1.02 0.59 0.93
C -1.898418 -0.725272 0.060277 3.23 0.80 -0.54
```
Forces are in eV/Å.

(4)
Density functional theory data (ωB97M-V with the def2-TZVPD basis set) for a cluster of 2 separate species, C2H9N2 in total in a non-equilibrium geometry.

2S+1: 2
Kohn-Sham gap (spin up / spin down): 5.272 / 10.300 eV
HOMO energy (spin up / spin down): -0.156 / -0.342 hartree
<S²>: 0.75

```
13
Properties=species:S:1:pos:R:3:forces:R:3
H 2.340593 -0.072092 -1.091116 -0.45 1.01 0.33
N 1.934694 1.956765 -0.639413 1.27 2.63 -0.42
N 0.503999 0.183439 -0.312235 -6.99 -1.26 1.72
H -2.412761 -2.499772 1.316761 1.36 1.07 -0.11
H 2.920436 2.256288 -0.626573 -1.53 0.12 0.17
H -2.037229 -1.749022 -0.312843 -0.37 0.05 1.11
H 0.151564 -0.809786 -0.241732 1.68 1.89 -0.43
H -0.103082 0.797740 0.258089 0.45 -0.70 -0.38
H -1.184564 -0.932998 0.961118 0.09 -1.25 1.13
C 1.688330 0.662472 -0.542026 5.74 -4.49 -1.06
C -2.069009 -1.560383 0.801604 -1.85 0.93 -1.50
H -2.881827 -0.795812 0.989227 0.51 -0.93 -0.44
H 1.148859 2.563160 -0.560859 0.11 0.93 -0.12
```
Forces are in eV/Å.

(5)
Density functional theory data (ωB97M-V with the def2-TZVPD basis set) for the molecule C3H8O2.

Kohn-Sham gap: 10.994 eV
HOMO energy: -0.367 hartree

```
13
Properties=species:S:1:pos:R:3:forces:R:3
C 1.650780 0.735414 0.272382 0.18 0.06 0.02
H 0.413713 -1.024001 -1.028506 0.04 0.04 0.10
H 1.708208 0.934788 -0.809235 -0.13 -0.25 0.20
H -0.100118 -1.822531 0.484876 -0.16 0.21 -0.19
H 1.724382 1.699390 0.785096 0.01 -0.17 -0.03
C -1.590597 -0.441055 -0.460127 0.05 -0.39 0.02
C -0.152670 -0.892857 -0.099478 0.09 0.00 -0.10
O -1.515771 0.933962 -0.719479 0.03 0.30 0.03
H 2.496928 0.114641 0.591494 -0.09 0.01 -0.17
H -1.954474 -0.936730 -1.367456 0.22 -0.11 0.14
O 0.417091 0.169982 0.674971 -0.11 -0.18 0.13
H -0.779352 1.189388 -0.128430 -0.46 0.38 -0.18
H -2.323408 -0.666096 0.332934 0.32 0.08 0.03
```
Forces are in eV/Å.

(6)
Density functional theory data (ωB97M-V with the def2-TZVPD basis set) for a cluster of 2 separate species, C6H10B2N2 in total in a non-equilibrium geometry.

Kohn-Sham gap: 9.460 eV
HOMO energy: -0.327 hartree

```
20
Properties=species:S:1:pos:R:3:forces:R:3
C -1.389900 -0.333873 0.241548 0.90 0.79 2.39
H -0.580556 1.641641 0.437964 0.16 -0.60 0.14
C -0.358581 -1.752126 -1.348431 1.20 2.07 0.59
H 0.196410 3.209808 -0.645250 -3.24 1.29 2.57
C -1.209339 -1.591869 -0.279919 -1.17 -1.71 -0.54
C 0.367301 -0.630616 -1.753353 1.09 -0.54 -1.86
H 0.124256 -2.526173 2.465742 -0.10 -0.51 -0.52
B 1.021552 2.940150 -1.256229 0.83 0.29 -0.89
H -2.004943 -0.124986 1.143364 0.09 -0.53 -0.96
H -0.018177 -0.242578 4.829194 0.32 0.63 0.12
B 0.069324 -0.961426 3.932142 -1.08 -1.60 -0.22
C -0.457621 0.655367 -0.028011 -0.99 1.94 -0.64
H 0.002260 -2.632517 -1.784689 -0.46 -1.55 -0.51
N 1.121654 1.659458 -1.629844 2.52 -2.11 -1.18
N -0.188524 -1.964985 3.213716 0.85 1.50 0.63
H 0.993295 -0.629838 -2.645845 -0.02 -0.72 -0.02
H -1.783741 -2.461788 0.067568 0.16 0.54 0.00
H 1.989478 1.453887 -2.181297 -1.49 -0.36 0.60
H 1.719542 3.715835 -1.639229 1.66 1.44 -0.85
C 0.386311 0.576629 -1.139142 -1.25 -0.24 1.15
```
Forces are in eV/Å.

Computed values of energy relative to the best compared isomer or geometry (same formula, charge and spin) (unit: kcal/mol) for the preceding records, in sequence: 0.0, 6.0, 53.1, 26.4, 33.9, 15.4.
Computed values of E_tot (unit: Ha) for the preceding records, in sequence: -1300.05421, -4305.05322, -310.75112, -190.99191, -269.54088, -393.81572.